A structure of composition C26H41N4O2SbSeV, computed with wB97M-V/def2-TZVPD.

CARTESIAN COORDINATES (ANGSTROEM)
1 V -0.94 -0.85 -0.53
2 N -4.07 -3.15 0.52
3 C -3.77 -2.82 1.81
4 C -2.85 -1.81 1.76
5 N -2.56 -1.51 0.47
6 C -3.29 -2.35 -0.28
7 C -3.03 -2.39 -1.66
8 N -1.95 -1.74 -2.09
9 C -1.88 -1.91 -3.43
10 C -2.92 -2.68 -3.84
11 N -3.65 -2.99 -2.72
12 H -4.68 -3.89 0.23
13 H -4.24 -3.31 2.64
14 H -2.39 -1.31 2.59
15 H -1.09 -1.45 -4.00
16 H -3.20 -3.03 -4.82
17 H -4.49 -3.55 -2.70
18 Se -1.86 1.20 -1.41
19 C -1.07 1.41 -3.15
20 C 0.09 0.73 -3.49
21 C 0.67 0.92 -4.73
22 C 0.10 1.79 -5.64
23 C -1.05 2.47 -5.30
24 C -1.64 2.30 -4.06
25 H 0.54 0.04 -2.78
26 H 1.58 0.38 -4.98
27 H 0.57 1.95 -6.60
28 H -1.49 3.15 -6.02
29 H -2.53 2.83 -3.78
30 C 3.25 0.66 -0.37
31 C 2.37 1.68 0.34
32 C 1.77 2.64 -0.69
33 C 3.22 2.48 1.33
34 Sb 0.59 0.54 1.29
35 C 1.60 -0.83 2.79
36 C 1.97 -2.08 2.00
37 C 2.83 -0.24 3.45
38 C 0.59 -1.22 3.85
39 C -0.50 2.15 2.51
40 C -1.58 1.47 3.34
41 C -1.20 3.06 1.51
42 C 0.39 2.98 3.42
43 H 4.06 1.18 -0.90
44 H 2.68 0.09 -1.09
45 H 3.71 -0.03 0.34
46 H 2.56 3.04 -1.32
47 H 1.27 3.47 -0.20
48 H 1.06 2.13 -1.33
49 H 3.85 3.18 0.78
50 H 3.87 1.83 1.91
51 H 2.61 3.05 2.03
52 H 2.63 -1.83 1.16
53 H 1.08 -2.55 1.60
54 H 2.48 -2.80 2.64
55 H 3.64 -0.11 2.73
56 H 3.19 -0.91 4.24
57 H 2.62 0.72 3.91
58 H -0.37 -1.48 3.39
59 H 0.44 -0.41 4.57
60 H 0.94 -2.10 4.40
61 H -2.18 0.81 2.70
62 H -2.25 2.22 3.76
63 H -1.16 0.90 4.16
64 H -1.94 2.50 0.94
65 H -0.51 3.50 0.81
66 H -1.72 3.86 2.03
67 H 1.06 2.37 4.01
68 H -0.22 3.57 4.10
69 H 0.99 3.69 2.84
70 C 1.38 -3.56 -1.93
71 C 0.66 -2.50 -1.10
72 O -0.19 -2.83 -0.26
73 O 0.93 -1.29 -1.30
74 H 0.70 -3.90 -2.71
75 H 1.64 -4.40 -1.30
76 H 2.27 -3.14 -2.39

## Properties
Net charge ... 0
2S+1 ... 2
Relative energy (zero: lowest compared OMol25 entry of this formula, charge and spin) ... 82.66 kJ/mol
Kohn-Sham gap (spin up / spin down) ... 5.661 / 5.121 eV
<S²> ... 0.758

Löwdin atomic charge list, values in e, 4 entries: number 1, V, carries 0.233; number 2, N, carries 0.131; number 3, C, carries -0.061; number 4, C, carries -0.095